(1)
30
Properties=species:S:1:pos:R:3 method="wB97M-V/def2-TZVPD" smiles=CCC[N@@H+]1CCc2nc[nH]c2C1(S)S charge=+1 homo_lumo_gap_ev=9.65
C -3.120 -1.834 1.871
C -1.878 -1.810 1.019
C -1.004 -0.567 1.232
N -0.096 -0.330 0.132
C 1.307 -0.811 0.643
C 2.431 -0.656 -0.347
C 2.321 0.472 -1.263
N 3.056 0.857 -2.311
C 2.377 1.822 -2.901
N 1.250 2.101 -2.234
C 1.104 1.181 -1.243
C -0.013 1.210 -0.330
S -1.582 1.444 -1.301
S -0.071 2.351 1.104
H -3.040 -1.961 2.982
H -3.787 -0.905 1.848
H -3.724 -2.730 1.525
H -2.326 -1.705 0.002
H -1.358 -2.686 1.124
H -1.802 0.209 1.086
H -0.515 -0.529 2.144
H -0.297 -0.831 -0.696
H 1.133 -1.937 0.797
H 1.516 -0.180 1.526
H 2.561 -1.498 -0.941
H 3.396 -0.604 -0.002
H 2.667 2.448 -3.711
H 0.751 2.940 -2.269
H -2.507 1.911 -0.507
H 1.250 2.629 1.021



(2)
40
Properties=species:S:1:pos:R:3 method="wB97M-V/def2-TZVPD" charge=-1 homo_lumo_gap_ev=4.96
N 1.430 0.517 -1.132
C 0.806 1.834 -1.568
C -0.104 2.506 -0.435
C -1.633 2.776 -0.844
O -1.877 2.953 -2.267
C -2.436 1.757 -2.818
O -1.997 1.303 -3.914
C 2.074 2.784 -1.979
O 1.913 3.924 -2.548
O 3.375 2.325 -1.746
H 1.116 0.265 -0.185
H 1.031 -0.202 -1.766
H 0.273 1.604 -2.550
H 0.328 3.519 -0.085
H -0.138 1.840 0.510
H -1.952 3.747 -0.300
H -2.308 1.936 -0.441
H -3.257 1.148 -2.296
C -2.762 -3.356 -0.592
C -3.210 -2.400 -1.687
O -3.635 -1.223 -0.999
S -2.742 -1.044 0.346
O -1.685 -0.121 0.061
O -3.627 -0.894 1.461
O -2.111 -2.539 0.381
H -3.619 -3.838 -0.113
H -2.079 -4.120 -0.966
H -4.022 -2.808 -2.289
H -2.376 -2.127 -2.339
C 3.504 -1.509 4.028
C 4.294 -1.255 2.753
O 3.316 -1.201 1.717
S 1.939 -0.587 2.318
O 1.895 0.809 2.006
O 0.869 -1.487 2.009
O 2.310 -0.742 3.892
H 3.225 -2.563 4.116
H 4.053 -1.205 4.921
H 5.023 -2.039 2.552
H 4.801 -0.286 2.789